(1)
One molecule with the formula C5H8N2 at a distorted geometry. Source: the OMol25 dataset; level of theory: wB97M-V/def2-TZVPD.

```
15
Properties=species:S:1:pos:R:3:forces:R:3:lowdin_charge:R:1
C -0.436 1.549 -0.434 -0.1 0.0 -0.3 -0.087
C -0.617 0.064 -0.172 -0.6 0.9 -0.3 -0.249
C 0.448 -0.796 -0.925 -0.5 0.2 0.1 -0.191
N 1.431 -1.050 0.120 0.3 0.1 0.1 -0.057
C 0.553 -1.227 1.202 0.2 -0.8 1.4 -0.065
C -0.401 -0.102 1.505 0.8 -1.1 -2.3 -0.386
N -1.073 0.513 2.275 -0.3 0.4 0.7 0.195
H 0.593 1.863 -0.229 -0.1 0.0 0.0 0.085
H -0.641 1.743 -1.496 0.0 0.1 0.2 0.084
H -1.107 2.145 0.186 0.1 -0.1 -0.1 0.076
H -1.650 -0.247 -0.347 0.1 0.0 0.0 0.132
H 0.873 -0.304 -1.812 -0.1 0.0 0.3 0.121
H 0.011 -1.753 -1.234 0.1 0.2 0.0 0.116
H 2.024 -0.239 0.271 0.0 0.0 -0.1 0.112
H -0.008 -2.159 1.090 0.1 0.1 0.3 0.115
```
Positions in Å, forces in eV/Å.

The calculation puts the energy above the lowest of the compared OMol25 structures with the same formula, charge and spin at 4.759 eV. The HOMO energy (alpha / beta) is -8.6 / -8.5 eV. The total charge is 0. For the total energy, the calculation gives -304.66059 hartree.



(2)
One molecule with the formula C5H8N2 at a distorted geometry. Source: the OMol25 dataset; level of theory: wB97M-V/def2-TZVPD.

```
15
Properties=species:S:1:pos:R:3:forces:R:3:lowdin_charge:R:1
C -1.592 -0.378 0.614 0.3 0.2 0.7 -0.028
C 0.314 -0.569 -0.979 1.8 5.2 3.1 -0.297
C -0.752 0.293 -0.451 -4.0 -1.5 -2.9 -0.465
C 1.291 0.428 -0.058 1.7 -2.9 -1.4 -0.098
C 1.617 0.232 1.213 -0.5 0.4 0.2 0.009
N 0.609 -1.333 -1.891 -0.5 -1.2 -1.0 0.178
N -1.101 1.342 -1.130 0.7 -1.0 0.5 0.131
H 1.594 -1.533 -2.057 0.0 0.2 0.4 0.072
H -1.957 1.758 -0.766 0.3 0.1 0.4 0.047
H 1.924 1.001 -0.721 0.1 0.3 0.0 0.102
H -1.305 0.004 1.594 -0.3 0.0 0.1 0.073
H -2.651 -0.198 0.438 0.0 0.2 0.0 0.082
H -1.458 -1.461 0.645 0.2 0.1 -0.2 0.085
H 0.945 -0.233 1.926 0.2 -0.6 -0.2 0.054
H 2.522 0.647 1.624 0.0 0.5 0.2 0.055
```
Positions in Å, forces in eV/Å.

The calculation puts the energy above the lowest of the compared OMol25 structures with the same formula, charge and spin at 3.747 eV. The HOMO energy is -8.6 eV. The total charge is 0. For the total energy, the calculation gives -304.69778 hartree. As for the SMILES: [H]/N=C(C)/C(C=C)=N/[H].



(3)
C5H8N2 as an isolated structure at a distorted geometry. Source: the OMol25 dataset; level of theory: wB97M-V/def2-TZVPD.

```
15
Properties=species:S:1:pos:R:3:forces:R:3:lowdin_charge:R:1
C 1.279 -0.464 -0.818 0.1 -0.1 0.0 -0.061
C 0.646 0.273 0.373 0.1 0.0 0.0 -0.272
C -0.208 1.445 -0.146 0.1 0.3 -0.1 -0.170
N -1.265 0.444 -0.406 -0.4 0.1 0.0 -0.005
C -0.735 -0.337 0.719 0.0 -0.2 0.1 -0.318
C -0.842 -1.802 0.710 -0.1 -1.0 0.0 -0.167
N -0.839 -2.958 0.767 -0.1 1.1 -0.1 0.152
H 0.792 -0.150 -1.747 0.1 -0.1 0.2 0.081
H 2.349 -0.266 -0.907 -0.1 0.0 0.1 0.076
H 1.134 -1.546 -0.746 0.2 0.1 0.1 0.068
H 1.318 0.450 1.219 -0.1 -0.1 -0.3 0.136
H 0.176 1.984 -1.017 -0.2 -0.1 0.0 0.111
H -0.478 2.161 0.645 0.1 -0.1 -0.1 0.112
H -2.229 0.746 -0.342 0.0 0.0 0.1 0.109
H -1.099 0.019 1.696 0.1 -0.1 -0.1 0.147
```
Positions in Å, forces in eV/Å.

The calculation puts the energy above the lowest of the compared OMol25 structures with the same formula, charge and spin at 1.535 eV. The HOMO energy is -9.9 eV. The total charge is 0. For the total energy, the calculation gives -304.77910 hartree.



(4)
One molecule with the formula C5H8N2 at a distorted geometry. Source: the OMol25 dataset; level of theory: wB97M-V/def2-TZVPD.

```
15
Properties=species:S:1:pos:R:3:forces:R:3:lowdin_charge:R:1
C 1.058 -0.704 1.540 -0.1 0.0 0.0 -0.061
C 0.468 -0.040 0.299 0.0 -0.1 -0.1 -0.430
C -0.595 -0.894 -0.448 -0.1 -0.1 -0.1 -0.134
N -0.363 1.128 0.576 0.0 0.3 -0.3 -0.005
C -0.433 1.951 -0.386 0.1 0.2 0.3 -0.067
C -0.845 -0.313 -1.785 -0.2 -0.2 -0.8 -0.240
N -1.084 0.191 -2.799 0.3 -0.6 1.0 0.154
H 0.298 -0.896 2.304 0.0 0.0 -0.1 0.081
H 1.827 -0.060 1.981 -0.2 -0.1 -0.1 0.079
H 1.543 -1.654 1.281 -0.1 0.2 0.0 0.078
H 1.295 0.183 -0.396 -0.2 0.0 0.1 0.138
H -1.546 -0.751 0.078 0.2 -0.2 0.1 0.126
H -0.382 -1.966 -0.468 0.1 0.2 -0.3 0.121
H -1.284 2.626 -0.458 0.3 0.3 0.3 0.082
H 0.292 1.973 -1.207 -0.2 -0.1 0.0 0.079
```
Positions in Å, forces in eV/Å.

The calculation puts the energy above the lowest of the compared OMol25 structures with the same formula, charge and spin at 1.397 eV. The HOMO energy is -10.1 eV. The total charge is 0. For the total energy, the calculation gives -304.78415 hartree. As for the SMILES: C=N[C@@H](C)CC#N.



(5)
One molecule with the formula C5H8N2 at a distorted geometry. Source: the OMol25 dataset; level of theory: wB97M-V/def2-TZVPD.

```
15
Properties=species:S:1:pos:R:3:forces:R:3:lowdin_charge:R:1
C -1.721 -1.352 0.100 1.6 0.5 -0.9 -0.031
C -0.518 -1.593 0.719 -0.6 -0.7 0.8 0.059
C 0.310 -0.905 -0.302 4.6 1.9 -0.3 -0.273
C -0.990 -0.275 -0.406 -1.3 0.7 0.0 -0.265
C -1.460 1.082 0.019 -0.1 -1.3 1.2 -0.023
N 2.677 0.093 -0.426 0.4 -1.8 -2.3 -0.078
N 1.517 -0.064 0.340 -2.6 -1.3 0.3 -0.126
H -2.715 -1.245 0.368 -1.9 -0.9 0.4 0.089
H 0.760 -1.383 -1.172 -0.6 -0.5 0.0 0.130
H -2.539 1.078 -0.070 -0.4 -0.1 0.2 0.077
H -1.156 1.970 -0.459 1.1 0.8 -0.5 0.060
H -1.193 1.013 1.099 -0.2 0.9 -0.5 0.114
H 2.822 -0.839 -0.967 0.1 2.1 0.8 0.094
H 2.586 0.849 -1.148 -0.2 -1.0 1.1 0.082
H 1.747 -0.683 1.131 0.1 0.7 -0.4 0.092
```
Positions in Å, forces in eV/Å.

The calculation puts the energy above the lowest of the compared OMol25 structures with the same formula, charge and spin at 6.223 eV. The HOMO energy is -8.6 eV. The total charge is 0. For the total energy, the calculation gives -304.60681 hartree. As for the SMILES: C[C@]12C=C1[C@@H]2NN.



(6)
C5H8N2 as an isolated structure at a distorted geometry. Source: the OMol25 dataset; level of theory: wB97M-V/def2-TZVPD.

```
15
Properties=species:S:1:pos:R:3:forces:R:3:lowdin_charge:R:1
C -0.208 -1.953 -0.001 1.0 -0.7 -0.2 -0.094
C 2.002 0.830 -0.086 -0.4 -0.5 -0.3 -0.007
C 0.520 0.512 -0.013 0.9 2.2 -0.3 -0.348
C -0.494 1.529 -0.114 0.9 0.1 0.8 -0.052
N -0.148 -0.553 0.179 -2.1 -1.3 0.8 -0.024
N -2.811 0.592 -0.128 0.6 -0.7 1.0 0.132
C -1.591 0.719 0.049 -0.4 1.1 -1.3 -0.246
H -3.260 -0.041 0.535 -0.2 0.0 -0.3 0.064
H -0.391 2.593 0.040 -0.2 0.0 -0.2 0.088
H 0.755 -2.456 0.164 -0.1 0.0 -0.1 0.079
H -0.935 -2.403 0.688 0.1 0.3 -0.1 0.080
H -0.537 -2.188 -1.020 0.0 0.0 0.1 0.087
H 2.595 -0.085 -0.093 0.2 0.2 0.0 0.072
H 2.220 1.442 -0.967 -0.1 -0.3 0.0 0.083
H 2.282 1.460 0.766 -0.2 -0.3 0.0 0.086
```
Positions in Å, forces in eV/Å.

The calculation puts the energy above the lowest of the compared OMol25 structures with the same formula, charge and spin at 3.490 eV. The HOMO energy is -7.7 eV. The total charge is 0. For the total energy, the calculation gives -304.70724 hartree.



(7)
One molecule with the formula C5H8N2. Source: the OMol25 dataset; level of theory: wB97M-V/def2-TZVPD.

```
15
Properties=species:S:1:pos:R:3:forces:R:3:lowdin_charge:R:1
C -1.305 -1.285 0.569 -0.1 -0.1 -0.1 -0.040
N -0.113 -0.479 0.418 0.2 0.1 -0.4 -0.136
C 1.178 -0.924 0.287 0.0 0.0 0.0 -0.104
C 1.984 0.166 0.040 0.1 0.0 0.1 -0.101
C 1.146 1.310 0.005 0.0 0.1 -0.3 -0.073
C -0.151 0.864 0.118 0.2 -0.2 -0.4 -0.356
N -1.291 1.230 -0.673 0.0 0.1 -0.1 0.076
H -2.126 -0.609 0.811 0.1 -0.2 0.0 0.083
H -1.539 -1.796 -0.370 -0.1 -0.1 0.1 0.087
H -1.187 -2.021 1.373 0.1 0.2 -0.2 0.090
H 1.397 -1.985 0.281 0.0 0.2 0.4 0.113
H 3.026 0.146 -0.253 -0.1 0.0 0.5 0.090
H 1.403 2.328 -0.249 0.1 -0.2 -0.1 0.094
H -1.358 2.221 -0.894 0.1 -0.1 0.5 0.079
H -1.019 0.805 -1.568 -0.6 0.2 0.1 0.098
```
Positions in Å, forces in eV/Å.

The calculation puts the energy above the lowest of the compared OMol25 structures with the same formula, charge and spin at 1.194 eV. The HOMO energy is -7.7 eV. The total charge is 0. For the total energy, the calculation gives -304.79163 hartree. As for the SMILES: Cn1cccc1N.



(8)
One molecule with the formula C5H8N2 at a distorted geometry. Source: the OMol25 dataset; level of theory: wB97M-V/def2-TZVPD.

```
15
Properties=species:S:1:pos:R:3:forces:R:3:lowdin_charge:R:1
C 0.681 -1.149 -1.101 -2.0 2.5 1.6 -0.062
C 0.062 -1.523 0.199 -1.1 -0.3 -0.5 -0.096
C 0.178 -0.036 -0.131 1.4 -3.8 1.4 -0.437
C -1.024 0.827 -0.373 3.7 1.3 -0.1 -0.062
C -0.674 1.870 0.725 2.0 -1.6 -1.3 -0.110
H 1.673 -1.359 -1.183 2.6 -0.2 -0.5 0.068
H 0.104 -1.104 -1.968 -0.8 -0.5 -1.5 0.082
H -0.962 -1.965 0.131 1.1 0.0 0.6 0.116
H 0.873 -1.885 0.870 -1.4 -0.1 -0.1 0.112
H -0.786 1.112 -1.423 -1.1 0.9 0.6 0.128
H -1.903 0.284 -0.305 -1.9 -0.7 0.2 0.083
H -1.242 2.650 1.035 -1.8 2.4 0.4 0.059
H 1.451 -0.094 1.425 0.6 0.1 1.8 0.088
N 0.499 1.784 1.267 -1.3 -2.1 0.3 0.052
N 1.070 0.586 0.833 -0.1 2.2 -3.1 -0.022
```
Positions in Å, forces in eV/Å.

The calculation puts the energy above the lowest of the compared OMol25 structures with the same formula, charge and spin at 3.478 eV. The HOMO energy is -7.9 eV. The total charge is 0. For the total energy, the calculation gives -304.70768 hartree. As for the SMILES: C1=NNC2(C1)CC2.